Entry 1:
{"formula": "C27H46F5N3O10P", "method": "ωB97M-V/def2-TZVPD", "elements": ["F", "O", "C", "C", "H", "C", "F", "O", "H", "C", "H", "H", "H", "C", "H", "H", "C", "C", "C", "C", "H", "C", "H", "H", "F", "H", "C", "H", "H", "H", "C", "H", "H", "H", "N", "H", "H", "H", "H", "H", "H", "H", "H", "C", "H", "F", "H", "C", "H", "O", "C", "H", "H", "O", "O", "C", "C", "H", "O", "H", "C", "O", "H", "H", "C", "C", "H", "C", "H", "C", "F", "H", "H", "H", "H", "H", "N", "H", "H", "H", "H", "O", "H", "O", "O", "C", "C", "C", "C", "N", "P", "C"], "xyz": [[-0.5925, -0.7964, 3.5054], [-0.6036, -3.1872, 0.3637], [7.3078, 1.3000, 1.3379], [4.3579, 2.2781, 1.2915], [-6.5518, -1.4272, 2.0511], [-0.1984, 0.3838, 0.9039], [1.3481, -3.4276, 2.3088], [1.3512, 3.3046, -2.5291], [-5.3090, -0.7526, 0.9876], [-1.1223, 0.2419, -2.7737], [-0.6681, 2.8690, 0.1403], [-5.7311, -0.1542, -2.1533], [8.8381, -0.0200, 1.9953], [-1.2359, 2.0586, 2.4517], [-8.0124, 0.5452, 1.4917], [7.9205, 2.1612, 1.6167], [-1.8332, -3.1605, -2.5886], [0.1524, 0.3596, -3.6031], [-6.9275, 0.5558, 1.3597], [-5.0276, -2.7215, -0.9148], [-2.3379, -3.8448, -3.2161], [-0.4610, 0.8240, -0.3830], [2.4901, -0.5122, -3.2718], [-0.9253, 2.5757, -1.5476], [-0.7302, -3.4773, 3.0581], [0.5556, 0.9727, 2.8200], [5.4884, 2.6074, 0.3244], [-4.3305, -2.3097, -0.1718], [5.0417, 2.7931, -0.6566], [-1.6834, -0.5733, -3.1997], [-1.2118, -2.3610, -1.9574], [7.0320, -2.6287, -0.2890], [-4.2660, -0.3229, -1.1567], [-1.7379, 1.1253, -2.8435], [6.5485, 1.6292, 0.1379], [0.1870, -3.6600, 0.0663], [8.4878, -1.7234, -0.7322], [6.8805, -1.0400, -1.0625], [-4.7186, -3.7546, -1.0937], [6.6630, 1.0607, 2.1955], [-6.4991, -3.4658, 0.4379], [4.5859, -0.5052, 0.3540], [-6.4806, 0.9562, 2.2733], [-6.4590, -2.7591, -0.3968], [-1.3066, 3.0909, 2.1378], [-2.3269, 1.3733, 1.9707], [-4.1643, -0.3172, -2.9356], [0.2514, -1.3651, 2.6118], [2.6538, 3.8591, 0.1765], [2.0557, -2.4526, -3.0506], [1.7761, -1.3337, -3.3621], [3.0795, -0.7236, 1.2310], [-7.9893, 1.0158, -1.1818], [1.7116, 3.8852, -0.0361], [3.5037, 1.2205, 0.8631], [-7.6302, 1.8278, -0.5395], [-0.8097, -0.0834, -1.3606], [-1.2600, 2.0615, 3.5302], [0.5749, -1.0000, -3.8433], [5.9405, 3.5496, 0.6485], [7.4677, -1.6334, -0.3510], [2.3540, 1.6156, -0.9543], [-7.2604, 2.6314, -1.1735], [8.8624, 0.2666, 0.2512], [0.4259, -2.8123, 3.0865], [3.9634, -0.1009, 1.1536], [0.7319, 2.1668, 1.5746], [-6.3951, -0.8416, 1.1408], [2.6633, 1.4026, -0.0529], [-4.7590, -0.6460, -2.0805], [1.4486, -0.7643, 2.7541], [3.7211, 3.1658, 1.3612], [4.5070, -0.1385, 2.0984], [-0.0285, 0.8615, -4.5385], [-7.0854, -3.1720, -1.1902], [6.1545, 0.7814, -0.2468], [-7.0682, -1.5066, 0.0342], [0.8017, -2.7822, 4.1025], [0.9408, 0.8500, -3.0675], [4.7154, 2.0736, 2.3050], [-8.4707, 2.2060, 0.0477], [-6.5602, 1.4254, 0.2953], [-7.1161, -0.8752, -0.7537], [-4.8602, -2.0539, -2.1550], [7.4523, -1.0873, 0.9537], [0.0776, 1.4063, 1.9693], [-0.3442, 2.2710, -0.6931], [-0.5107, -1.8735, 0.2086], [8.2081, 0.1076, 1.1121], [-0.8407, -1.4165, -1.0311], [1.3477, 2.8210, -1.1532], [-0.1862, -0.9734, 1.2008]], "charge": 1, "homo_ev": -10.643, "orbital_gap_ev": 6.423}


Entry 2:
{"formula": "C27H47BN6O2TeY", "method": "ωB97M-V/def2-TZVPD", "elements": ["H", "H", "H", "N", "N", "H", "C", "C", "H", "O", "C", "C", "H", "C", "H", "H", "Te", "C", "H", "C", "H", "N", "H", "H", "C", "H", "H", "C", "C", "C", "C", "C", "H", "N", "H", "H", "H", "C", "H", "H", "C", "H", "C", "H", "H", "H", "C", "C", "C", "H", "C", "O", "H", "H", "H", "H", "H", "H", "H", "H", "H", "H", "H", "H", "Y", "C", "C", "C", "H", "H", "C", "C", "H", "H", "B", "C", "N", "H", "C", "H", "H", "H", "N", "H", "H"], "xyz": [[0.1838, -2.1694, -2.3688], [5.5533, 1.8054, -0.4127], [4.5351, 2.6612, -3.2273], [1.8246, 0.5306, -0.4861], [-0.3698, 1.1065, 1.8005], [-0.4782, -2.5923, 3.4681], [3.7970, -0.4918, -0.4857], [-0.4957, 1.6213, 3.0239], [-2.9618, 2.6496, 3.5649], [-0.6353, 3.6399, -1.6885], [-2.1395, 3.1438, 4.0812], [-4.3780, -1.4365, -1.4320], [1.6904, 2.6742, -2.1446], [0.2863, -4.2771, 1.2891], [-3.7037, -0.6981, -1.8639], [1.2247, 3.7032, 3.4416], [-0.8541, 0.1767, -3.0243], [2.4867, 2.9969, -1.4623], [4.8432, -0.7033, -0.6119], [0.2963, -1.8863, 3.7728], [-5.3051, -1.4278, -2.0052], [-0.0570, -0.2267, 1.9454], [-2.5735, 4.1252, -2.0995], [-0.2583, 2.3330, -4.4956], [-1.0740, 3.7791, 1.9225], [0.0590, 4.7862, 4.2124], [1.2623, -2.2588, 3.4321], [-0.7125, -3.4602, 0.5466], [-1.8890, -3.9451, 0.0250], [3.1113, 0.6768, -0.8098], [-0.2647, 0.6254, 3.9720], [0.5535, -1.4055, -3.0411], [4.1734, -2.8140, 0.7986], [-1.7197, -1.7979, -0.5537], [-1.9153, 3.3529, 1.3705], [-2.4140, 4.1847, 4.2493], [2.8291, 3.9548, -1.8533], [-2.4833, -2.8642, -0.6579], [-2.2593, -4.9480, 0.1324], [1.0822, -4.6277, 0.6348], [-3.7640, -2.8353, -1.4577], [-4.6024, -1.1242, -0.4120], [-4.7579, -3.8422, -0.8834], [1.2200, 1.3716, -4.2634], [2.0938, 3.2275, -0.4575], [-5.6919, -3.8022, -1.4444], [4.7300, 2.5145, -0.4807], [2.8558, -1.3377, 0.0783], [0.2963, 3.7413, 4.0133], [-0.4066, -0.1102, -0.1220], [-3.4328, -3.2263, -2.9028], [-2.3352, 2.4531, -0.9596], [0.7428, -3.7673, 2.1341], [0.4757, 3.2505, 4.9680], [-4.9823, -3.6335, 0.1626], [2.8000, -3.4698, -0.0881], [5.1239, 3.4488, -0.8811], [2.5909, -2.8740, 1.5592], [-1.2805, 4.8388, 2.0737], [-0.1597, 3.7570, 1.3030], [4.3656, 2.6997, 0.5300], [1.5208, -1.0357, -2.7128], [-4.3381, -3.2255, -3.5108], [-0.2226, -5.1546, 1.6822], [-0.1868, 1.7710, -0.4930], [4.1761, 1.7288, -2.7938], [3.6194, 1.9746, -1.3882], [0.0109, -0.5235, 3.2505], [3.4169, 1.3109, -3.4561], [0.0003, 0.8627, -5.4620], [-1.8842, 3.4325, -1.6006], [-0.8491, 3.0676, 3.2542], [0.6033, -1.7825, -4.0586], [-2.7275, -2.5208, -3.3510], [0.1789, -0.9067, 0.5521], [0.1575, 1.3291, -4.4937], [-0.6058, -2.1465, 0.1880], [0.3178, -1.8586, 4.8598], [3.1068, -2.6990, 0.6173], [-2.0156, 2.6693, 5.0536], [-0.3080, 0.7069, 5.0419], [5.0103, 1.0290, -2.7642], [1.6640, -0.7195, 0.0603], [-4.3818, -4.8622, -0.9528], [-2.9953, -4.2240, -2.9513]], "charge": 1, "e_above_lowest_ev": 1.369, "homo_ev": -11.251, "orbital_gap_ev": 9.089}


Molar mass across the listed records, respectively: 698.64; 715.03 u.